1.
DFT (ωB97M-V/def2-TZVPD) results for a 12-piece molecular cluster, C69H146F12N8O12S4 overall at a distorted geometry.

```
251
Properties=species:S:1:pos:R:3
C 0.796 -0.311 6.051
C -0.699 -0.685 6.383
C -0.856 -1.401 7.738
N -2.282 -1.529 8.367
C -3.184 -2.403 7.353
C -2.913 -0.151 8.656
C -3.601 -0.166 10.006
C -3.309 -1.573 10.550
C -2.199 -2.213 9.813
H 0.830 0.198 5.087
H 1.581 -1.068 6.047
H 1.007 0.506 6.742
H -1.070 -1.356 5.608
H -1.313 0.214 6.452
H -0.255 -0.822 8.440
H -0.482 -2.424 7.782
H -2.626 -3.339 7.341
H -3.246 -1.876 6.401
H -4.101 -2.521 7.931
H -3.579 0.096 7.830
H -2.162 0.638 8.611
H -4.641 0.151 9.926
H -3.060 0.533 10.644
H -4.215 -2.167 10.428
H -3.238 -1.501 11.635
H -2.080 -3.294 9.731
H -1.267 -1.788 10.184
C -5.343 -5.717 6.327
C -4.487 -5.234 5.094
C -3.825 -6.467 4.514
N -3.418 -6.282 2.922
C -4.645 -5.891 2.010
C -2.993 -7.597 2.350
C -2.154 -7.309 1.104
C -1.510 -5.918 1.379
C -2.138 -5.399 2.721
H -5.935 -4.963 6.846
H -4.744 -6.079 7.163
H -6.032 -6.526 6.086
H -3.940 -4.309 5.277
H -5.141 -4.982 4.259
H -4.537 -7.292 4.552
H -2.893 -6.750 5.003
H -4.425 -5.864 0.943
H -4.785 -4.891 2.419
H -5.470 -6.542 2.300
H -3.784 -8.313 2.125
H -2.346 -7.973 3.143
H -2.816 -7.376 0.240
H -1.334 -8.015 0.977
H -1.753 -5.135 0.661
H -0.434 -5.957 1.547
H -2.490 -4.368 2.693
H -1.462 -5.349 3.575
C 7.543 -1.122 -8.375
C 6.699 -0.607 -7.181
C 6.030 0.814 -7.273
N 5.183 1.162 -5.974
C 5.977 0.961 -4.684
C 3.943 0.330 -5.926
C 2.714 1.259 -6.101
C 3.320 2.540 -6.711
C 4.631 2.680 -5.907
H 7.697 -2.185 -8.187
H 8.478 -0.576 -8.499
H 7.008 -0.881 -9.294
H 7.391 -0.600 -6.338
H 6.151 -1.437 -6.734
H 5.372 0.960 -8.129
H 6.776 1.608 -7.283
H 6.925 1.484 -4.809
H 6.062 -0.111 -4.505
H 5.646 1.437 -3.762
H 3.948 -0.027 -4.896
H 4.010 -0.514 -6.612
H 2.342 1.714 -5.183
H 1.895 0.823 -6.674
H 2.655 3.390 -6.561
H 3.533 2.291 -7.751
H 4.648 3.020 -4.871
H 5.447 3.239 -6.365
C 1.396 -3.800 4.601
C 1.851 -4.234 3.219
C 2.987 -5.305 3.119
N 3.833 -5.378 1.852
C 2.855 -5.707 0.625
C 4.930 -6.476 2.061
C 6.233 -5.854 1.602
C 6.131 -4.341 1.935
C 4.668 -4.017 1.733
H 0.522 -4.338 4.967
H 1.190 -2.733 4.514
H 2.203 -3.959 5.316
H 2.055 -3.374 2.580
H 0.995 -4.719 2.749
H 2.500 -6.274 3.227
H 3.659 -4.991 3.917
H 2.133 -4.925 0.391
H 2.313 -6.642 0.764
H 3.409 -5.952 -0.281
H 4.629 -7.328 1.453
H 4.954 -6.758 3.113
H 6.289 -6.095 0.541
H 7.151 -6.298 1.988
H 6.694 -3.591 1.381
H 6.276 -4.070 2.981
H 4.446 -3.809 0.686
H 4.310 -3.166 2.311
C -1.877 -1.475 -5.489
C -3.306 -1.064 -5.959
C -3.765 0.381 -5.638
N -4.930 0.950 -6.531
C -4.492 1.192 -7.956
C -5.698 2.086 -5.985
C -7.107 2.011 -6.577
C -7.382 0.492 -6.681
C -6.037 -0.178 -6.508
H -1.747 -2.557 -5.512
H -1.599 -1.241 -4.461
H -1.079 -0.955 -6.020
H -4.024 -1.712 -5.458
H -3.488 -1.350 -6.995
H -3.112 1.239 -5.795
H -4.109 0.510 -4.612
H -3.746 1.986 -7.968
H -5.411 1.508 -8.448
H -4.125 0.347 -8.539
H -5.261 3.064 -6.185
H -5.708 1.909 -4.909
H -7.201 2.444 -7.573
H -7.792 2.536 -5.911
H -8.010 0.431 -7.571
H -7.998 0.057 -5.894
H -5.861 -0.910 -7.297
H -6.042 -0.717 -5.561
C -2.908 6.066 -1.152
C -3.577 4.675 -1.353
C -4.829 4.275 -0.436
N -5.550 2.956 -1.001
C -6.133 3.367 -2.403
C -6.571 2.257 -0.072
C -6.548 0.773 -0.410
C -5.113 0.461 -0.884
C -4.440 1.882 -1.134
H -1.870 6.078 -1.485
H -2.930 6.227 -0.075
H -3.415 6.922 -1.597
H -2.792 4.015 -0.983
H -3.732 4.628 -2.431
H -5.626 5.009 -0.559
H -4.699 3.907 0.582
H -6.399 2.453 -2.934
H -5.593 4.106 -2.995
H -6.975 4.003 -2.131
H -7.546 2.722 -0.216
H -6.348 2.420 0.982
H -7.338 0.480 -1.102
H -6.736 0.178 0.484
H -5.045 -0.183 -1.760
H -4.581 0.005 -0.049
H -3.973 2.076 -2.100
H -3.623 2.095 -0.445
C 4.934 4.653 1.091
C 5.185 5.734 0.032
C 4.846 5.278 -1.414
N 4.861 6.365 -2.493
C 6.250 7.027 -2.752
C 3.862 7.546 -2.237
C 2.452 7.111 -2.662
C 2.836 6.309 -3.835
C 4.280 5.817 -3.844
H 5.087 5.078 2.083
H 5.620 3.810 1.017
H 3.895 4.324 1.121
H 6.255 5.939 -0.009
H 4.855 6.745 0.270
H 3.802 4.996 -1.549
H 5.577 4.548 -1.760
H 6.585 7.648 -1.921
H 6.297 7.576 -3.693
H 6.941 6.233 -3.036
H 4.041 8.354 -2.947
H 3.943 8.029 -1.263
H 1.727 7.919 -2.759
H 2.101 6.439 -1.878
H 2.551 6.860 -4.731
H 2.283 5.375 -3.934
H 4.837 6.251 -4.673
H 4.463 4.743 -3.807
C 3.989 1.958 -0.655
C 2.513 2.068 -0.283
C 1.941 0.647 0.232
N 0.565 0.603 0.987
C -0.511 1.362 0.189
C -0.972 0.609 -1.083
C -1.322 -0.907 -0.854
C -0.458 -1.697 0.204
C 0.088 -0.792 1.378
C 0.823 1.377 2.344
H 4.366 2.698 -1.361
H 4.221 1.008 -1.138
H 4.570 1.993 0.266
H 1.963 2.439 -1.147
H 2.455 2.827 0.497
H 2.669 0.117 0.846
H 1.778 -0.018 -0.616
H -0.191 2.371 -0.072
H -1.354 1.425 0.877
H -0.206 0.787 -1.837
H -1.852 1.051 -1.552
H -1.287 -1.399 -1.826
H -2.348 -0.908 -0.486
H 0.445 -1.877 -0.380
H -0.758 -2.705 0.491
H 0.899 -1.296 1.904
H -0.648 -0.558 2.147
H -0.120 1.365 2.890
H 1.223 2.366 2.123
H 1.544 0.792 2.915
C 1.767 -1.482 -3.474
F 1.982 -1.722 -4.759
F 1.662 -0.117 -3.254
F 0.645 -2.187 -3.090
S 3.378 -2.194 -2.561
O 3.397 -1.666 -1.183
O 3.244 -3.630 -2.510
O 4.479 -1.810 -3.476
C -5.132 -0.797 3.107
F -5.076 -1.446 1.972
F -5.912 0.213 2.975
F -5.749 -1.628 3.940
S -3.379 -0.395 3.731
O -3.550 0.248 5.080
O -2.588 -1.681 3.777
O -2.771 0.497 2.741
C -0.146 6.804 1.483
F -1.128 6.085 1.139
F 0.237 7.455 0.379
F -0.557 7.824 2.248
S 1.244 5.811 2.301
O 2.239 6.888 2.664
O 0.689 4.997 3.386
O 1.748 4.963 1.200
C 4.732 0.539 2.913
F 4.932 -0.142 1.765
F 5.811 1.127 3.480
F 3.806 1.421 2.616
S 4.029 -0.783 4.096
O 4.961 -1.896 3.952
O 4.038 -0.209 5.442
O 2.727 -1.105 3.465
```

Relative energy (zero: lowest compared OMol25 entry of this formula, charge and spin) ... 90.8 kJ/mol
HOMO-LUMO gap ... 0.247 hartree
Charge ... +4
Calculated total energy ... -186322.2815 eV

---

2.
DFT (ωB97M-V/def2-TZVPD) results for a 2-piece molecular cluster, C3H10N2O3 overall at a distorted geometry.

```
18
Properties=species:S:1:pos:R:3
C 0.097 0.703 1.257
N -0.991 0.040 0.597
C -1.084 -1.272 0.335
O -0.407 -2.287 1.044
O -1.840 -1.721 -0.531
C 1.322 0.978 0.362
N 0.997 1.993 -0.632
H -0.506 1.726 1.497
H 0.480 0.129 2.096
H -1.311 0.580 -0.172
H -0.701 -3.246 0.869
H 1.725 0.073 -0.215
H 2.231 1.399 0.959
H 0.902 2.875 -0.031
H 0.088 1.776 -1.137
H -1.034 -1.304 -2.499
H 0.164 -1.552 -1.564
O -0.133 -0.890 -2.235
```

Relative energy (zero: lowest compared OMol25 entry of this formula, charge and spin) ... 169.6 kJ/mol
HOMO-LUMO gap ... 0.367 hartree
Structure (SMILES) ... NCCNC(=O)O.O
Calculated total energy ... -12394.9771 eV

---

3.
DFT (ωB97M-V/def2-TZVPD) results for C18H62CuF3N28O16 as an isolated structure at a distorted geometry.

```
128
Properties=species:S:1:pos:R:3
Cu -0.070 -0.190 0.539
C -1.280 1.785 -2.356
O -1.668 1.304 -3.610
O -0.939 0.569 -1.688
C -0.177 2.867 -2.407
F -0.565 3.808 -3.228
F -0.071 3.400 -1.189
F 0.964 2.353 -2.688
C -2.732 2.010 -4.298
C -2.885 1.312 -5.635
H -2.642 0.254 -5.724
H -3.921 1.317 -5.975
H -2.343 1.912 -6.365
H -2.535 3.056 -4.534
H -3.716 1.882 -3.847
H -2.189 2.272 -2.002
C 5.697 1.244 -0.292
O 5.330 2.028 -1.189
N 6.897 1.392 0.093
N 5.013 0.404 0.419
H 7.271 0.809 0.828
H 7.478 2.046 -0.411
H 4.009 0.345 0.325
H 5.497 -0.165 1.098
C 1.239 -0.800 -5.771
O 1.810 -1.854 -5.650
N 0.966 -0.295 -6.911
N 0.891 0.027 -4.814
H 1.482 -0.788 -7.625
H 0.449 0.536 -7.160
H 1.102 -0.248 -3.865
H 0.491 0.928 -5.032
C 2.613 -0.824 -1.271
O 2.301 -0.344 -0.168
N 3.481 -1.760 -1.439
N 2.061 -0.448 -2.330
H 3.933 -2.225 -0.665
H 3.614 -2.114 -2.375
H 1.132 -0.065 -2.231
H 2.680 -0.333 -3.119
C -1.173 0.264 5.344
O -2.017 0.802 5.972
N 0.058 0.409 5.628
N -1.338 -0.598 4.422
H 0.817 0.107 5.034
H 0.121 1.074 6.385
H -2.275 -0.960 4.321
H -0.601 -0.817 3.767
C 2.060 -1.389 2.958
O 1.196 -0.488 2.999
N 1.764 -2.658 2.787
N 3.296 -1.114 3.041
H 0.927 -2.836 2.250
H 2.445 -3.404 2.771
H 3.531 -0.135 3.126
H 4.059 -1.775 3.051
C -1.872 -4.604 3.948
O -1.065 -4.037 3.168
N -1.697 -4.862 5.168
N -3.025 -5.091 3.593
H -2.285 -5.332 5.841
H -0.781 -4.497 5.389
H -3.730 -5.417 4.239
H -3.281 -5.066 2.617
C -5.311 3.240 -0.473
O -5.739 3.414 -1.589
N -4.313 2.547 -0.125
N -5.820 3.914 0.451
H -3.663 2.239 -0.834
H -4.073 2.468 0.853
H -6.631 4.468 0.217
H -5.662 3.767 1.437
C 2.431 -4.268 -3.473
O 3.506 -3.726 -3.550
N 1.412 -3.841 -2.764
N 2.005 -5.216 -4.266
H 0.474 -4.203 -2.862
H 1.492 -3.138 -2.043
H 0.995 -5.229 -4.255
H 2.480 -5.708 -5.009
C -3.277 -0.874 1.605
O -2.400 -0.069 1.258
N -4.544 -0.599 1.596
N -3.168 -2.098 2.006
H -5.298 -1.253 1.748
H -4.881 0.350 1.522
H -3.954 -2.518 2.482
H -2.297 -2.528 1.727
C -0.557 -3.197 -0.024
O 0.065 -2.618 0.797
N -1.227 -2.601 -0.919
N -0.516 -4.460 -0.207
H -1.884 -3.069 -1.527
H -1.161 -1.598 -1.016
H 0.141 -4.945 0.387
H -0.849 -5.013 -0.984
C 2.676 4.832 0.311
O 1.690 5.356 0.766
N 3.775 5.471 0.174
N 2.764 3.576 0.085
H 4.633 5.104 -0.214
H 3.641 6.384 0.585
H 2.027 2.967 0.409
H 3.590 3.191 -0.351
C 4.314 1.260 4.712
O 3.860 0.651 5.674
N 3.577 1.793 3.802
N 5.553 1.211 4.314
H 4.183 2.065 3.041
H 2.601 2.044 3.864
H 6.077 0.411 4.640
H 5.920 1.955 3.738
C -4.645 -0.601 -2.813
O -5.766 -0.763 -3.137
N -4.215 -0.300 -1.674
N -3.534 -1.030 -3.367
H -4.816 0.274 -1.099
H -3.211 -0.385 -1.601
H -2.646 -0.763 -2.968
H -3.567 -1.522 -4.249
C -1.167 3.136 2.349
O -0.444 2.294 1.938
N -1.927 3.077 3.408
N -1.286 4.276 1.772
H -1.892 2.223 3.946
H -2.577 3.818 3.627
H -0.817 4.375 0.882
H -1.951 4.996 2.015
```

Relative energy (zero: lowest compared OMol25 entry of this formula, charge and spin) ... 638.4 kJ/mol
HOMO-LUMO gap ... 0.282 hartree
Calculated total energy ... -146951.7098 eV

---

4.
DFT (ωB97M-V/def2-TZVPD) results for a 4-piece molecular cluster, C28H35N2O3S2 overall.

```
70
Properties=species:S:1:pos:R:3
O -6.895 -2.354 -3.327
S -5.802 -1.464 -3.485
O -5.894 -0.281 -4.290
O -5.348 -0.956 -2.031
C -4.379 -2.421 -4.005
C -3.098 -2.231 -3.199
C -2.384 -0.913 -3.540
N -2.126 -0.078 -2.352
C -2.663 1.125 -2.200
C -2.386 1.868 -1.066
C -1.567 1.341 -0.109
C -1.236 2.101 1.143
C -1.059 1.252 2.418
C -2.355 1.168 3.249
S -2.748 -0.490 3.881
C -1.043 0.062 -0.391
N -1.308 -0.623 -1.476
H -5.573 -0.015 -1.973
H -4.239 -2.177 -5.059
H -4.714 -3.457 -3.941
H -3.339 -2.250 -2.136
H -2.433 -3.076 -3.374
H -1.406 -1.102 -3.986
H -2.965 -0.303 -4.231
H -3.310 1.481 -2.992
H -2.825 2.851 -0.953
H -2.055 2.806 1.304
H -0.340 2.696 0.939
H -0.262 1.690 3.018
H -0.743 0.238 2.168
H -2.292 1.847 4.099
H -3.212 1.464 2.640
H -1.561 -1.075 3.693
H -0.354 -0.423 0.291
C 1.293 0.525 -3.317
C 2.059 -0.501 -2.779
C 3.351 -0.710 -3.241
C 3.870 0.107 -4.235
C 3.101 1.129 -4.775
C 1.808 1.338 -4.317
H 0.288 0.699 -2.954
H 1.654 -1.135 -2.000
H 3.956 -1.502 -2.819
H 4.883 -0.047 -4.584
H 3.512 1.769 -5.544
H 1.209 2.137 -4.735
C 5.630 3.411 0.586
C 4.652 2.691 -0.086
C 4.873 2.263 -1.388
C 6.075 2.554 -2.017
C 7.055 3.273 -1.346
C 6.831 3.703 -0.045
H 5.458 3.745 1.602
H 3.716 2.460 0.409
H 4.109 1.705 -1.914
H 6.249 2.220 -3.032
H 7.993 3.499 -1.836
H 7.594 4.265 0.477
C 0.272 -4.043 6.487
C 0.631 -3.409 7.669
C -0.248 -2.522 8.276
C -1.487 -2.270 7.704
C -1.846 -2.905 6.523
C -0.967 -3.790 5.914
H 0.955 -4.739 6.017
H 1.594 -3.611 8.120
H 0.033 -2.030 9.198
H -2.173 -1.581 8.179
H -2.815 -2.712 6.080
H -1.250 -4.289 4.995
```

HOMO-LUMO gap ... 0.228 hartree
Charge ... +1
Calculated total energy ... -60389.1613 eV